# C5H6Cl2

A 2-piece molecular cluster, C5H6Cl2 overall (ωB97M-V/def2-TZVPD, the Open Molecules 2025 dataset).

Last column: Mulliken charge in e.
CARTESIAN COORDINATES (ANGSTROEM)
C -1.565 0.290 -1.342  -0.59
C -0.783 0.621 -0.296  -0.31
C 0.660 -0.653 1.536  -0.36
C 0.720 -1.541 0.412  -0.03
C -0.088 -0.321 0.468  0.12
Cl 2.046 -1.597 -0.839  -0.26
Cl 2.633 1.884 0.889  -0.24
H -2.131 1.010 -2.123  0.24
H -1.477 -0.733 -1.758  0.26
H -0.783 1.551 0.202  0.32
H 1.122 -0.222 2.465  0.32
H 2.938 1.005 0.132  0.22
H 0.271 -2.509 0.282  0.31

DFT total energy (a.u.): -1114.3746
Gap between HOMO and LUMO (Ha): 0.3424
HOMO energy (Ha): -0.342

# C44H51N8O3S4SiSr

C44H51N8O3S4SiSr as an isolated structure (ωB97M-V/def2-TZVPD, the Open Molecules 2025 dataset).

Last column: Mulliken charge in e.
CARTESIAN COORDINATES (ANGSTROEM)
Sr -0.319 0.386 0.209  1.49
C -3.955 3.103 -2.664  -1.19
N -2.867 2.449 -3.374  0.10
C -2.335 3.169 -4.504  -1.23
C -2.133 1.478 -2.723  0.40
N -2.153 1.225 -1.479  -0.44
N -1.391 0.714 -3.624  0.07
C -0.257 -0.041 -3.411  -0.23
N 0.193 -0.639 -4.589  -0.61
N 0.315 -0.137 -2.288  0.53
H -4.613 3.571 -3.395  0.43
H -3.595 3.854 -1.956  0.33
H -4.534 2.361 -2.119  0.41
H -2.433 4.245 -4.324  0.45
H -2.865 2.931 -5.436  0.27
H -1.274 2.958 -4.634  0.41
H -2.637 1.967 -0.974  -0.22
H -1.713 0.757 -4.577  0.36
H -0.563 -0.948 -5.184  0.28
H 0.774 -1.446 -4.388  0.20
H 1.130 -0.730 -2.377  -0.56
C -1.087 -2.226 0.292  -1.23
Si -0.012 -3.438 -0.490  0.26
C 1.842 -3.249 -0.041  -0.98
N 2.512 -1.962 -0.213  1.26
C 3.458 -1.701 0.861  -0.68
C 4.609 -2.724 0.941  -0.64
C 5.013 -3.221 -0.453  -0.73
C 4.694 -2.148 -1.486  -0.87
C 3.186 -1.806 -1.496  -0.49
C -0.250 -3.487 -2.393  1.25
C -1.496 -3.162 -2.931  -0.53
C -1.802 -3.394 -4.264  -0.86
C -0.848 -3.935 -5.115  -0.52
C 0.409 -4.232 -4.617  -0.76
C 0.690 -4.020 -3.273  -0.38
C -0.196 -5.305 -0.081  0.58
C -0.649 -6.261 -0.982  0.04
C -0.834 -7.584 -0.616  -0.76
C -0.558 -7.993 0.676  -0.46
C -0.103 -7.063 1.597  -0.68
C 0.067 -5.744 1.217  -0.54
H -1.131 -2.355 1.375  0.24
H -2.109 -2.314 -0.082  0.24
H 2.427 -4.078 -0.462  0.05
H 1.830 -3.451 1.033  0.51
H 2.906 -1.648 1.800  0.43
H 3.851 -0.693 0.707  0.07
H 4.325 -3.570 1.571  0.26
H 5.467 -2.252 1.429  0.45
H 4.463 -4.130 -0.702  0.19
H 6.073 -3.487 -0.480  0.51
H 5.007 -2.451 -2.489  0.49
H 5.270 -1.250 -1.248  0.25
H 2.667 -2.432 -2.228  0.03
H 3.091 -0.761 -1.831  0.15
H -2.246 -2.732 -2.287  0.27
H -2.792 -3.159 -4.637  0.40
H -1.085 -4.132 -6.154  0.35
H 1.164 -4.662 -5.266  0.40
H 1.659 -4.322 -2.894  0.27
H -0.871 -5.976 -2.002  0.25
H -1.197 -8.296 -1.343  0.40
H -0.704 -9.025 0.967  0.36
H 0.109 -7.364 2.614  0.39
H 0.396 -5.036 1.965  0.29
O -0.762 0.998 2.488  -0.83
C 0.422 0.842 2.798  -0.09
O 1.336 0.523 2.003  -0.20
H 0.713 0.997 3.865  0.32
O 1.042 2.243 -0.569  -0.49
S 2.448 2.074 -0.080  0.94
C 2.579 3.165 1.340  0.61
C 3.745 3.189 2.085  -0.56
C 3.800 3.996 3.207  -0.73
C 2.694 4.746 3.580  -0.49
C 1.530 4.693 2.833  -0.67
C 1.464 3.898 1.698  -0.28
C 3.432 3.012 -1.245  0.36
C 4.790 2.753 -1.324  -0.22
C 5.561 3.463 -2.233  -0.69
C 4.963 4.402 -3.058  -0.47
C 3.599 4.637 -2.977  -0.68
C 2.820 3.940 -2.069  -0.35
H 4.590 2.574 1.812  0.31
H 4.701 4.025 3.804  0.39
H 2.736 5.361 4.468  0.39
H 0.653 5.247 3.129  0.51
H 0.546 3.824 1.137  0.09
H 5.238 2.000 -0.694  0.32
H 6.623 3.269 -2.306  0.40
H 5.562 4.947 -3.774  0.38
H 3.137 5.367 -3.629  0.40
H 1.756 4.094 -1.988  0.37
S -7.411 3.578 2.771  -0.41
C -5.796 3.868 2.461  0.17
S -5.054 3.584 0.920  -0.16
C -3.506 4.033 1.565  0.25
N -3.541 4.378 2.817  -0.89
N -4.831 4.273 3.294  0.63
C -4.979 4.505 4.680  0.19
C -6.053 5.241 5.159  -0.41
C -6.158 5.468 6.521  -0.58
C -5.205 4.968 7.392  -0.42
C -4.132 4.239 6.898  -0.57
C -4.011 4.005 5.542  -0.35
S -2.111 4.018 0.569  -0.34
H -6.794 5.616 4.471  0.38
H -6.994 6.039 6.901  0.34
H -5.294 5.148 8.454  0.36
H -3.384 3.847 7.572  0.35
H -3.178 3.455 5.134  0.61

Net charge: -1
DFT total energy (a.u.): -4284.1858
Gap between HOMO and LUMO (Ha): 0.2338
HOMO energy (Ha): -0.161